No. 1
3 unconnected molecules or ions with the total composition C32H69ClN3O8P in a non-equilibrium geometry, computed with ωB97M-V/def2-TZVPD.

Last column: Mulliken charge in e.
Positions of all 114 atoms, in Å:
C (-3.057, -4.389, -2.053)  -1.4775
C (-2.463, -3.027, -1.666)  -0.4823
C (-3.009, -1.904, -2.547)  0.5598
Cl (-4.680, -1.538, -2.009)  -0.1560
C (-2.215, -0.592, -2.470)  0.6346
O (-0.829, -0.851, -2.365)  -0.4138
C (-0.181, -0.014, -1.412)  1.6172
C (-0.083, -0.721, -0.052)  -0.8918
C (-0.166, 0.214, 1.121)  -0.3881
O (0.741, 0.379, 1.925)  -0.6048
C (1.218, 0.341, -1.950)  -0.4673
C (1.983, -0.894, -2.413)  -0.2225
C (3.486, -0.622, -2.613)  -1.4191
O (1.862, 0.994, -0.873)  -0.3776
C (2.349, 2.295, -1.135)  -0.5513
C (1.304, 3.301, -1.593)  -1.2418
C (0.059, 3.432, -0.696)  0.4184
C (-1.168, 3.725, -1.565)  -0.4393
C (-2.545, 3.616, -0.911)  -1.4153
N (-2.676, 2.522, 0.055)  0.5792
C (-4.005, 2.140, 0.285)  0.7224
C (-4.230, 1.077, 1.337)  -0.9667
O (-4.949, 2.603, -0.325)  -0.6404
P (-2.447, 0.556, -3.978)  0.0315
C (-3.870, -0.123, -4.934)  -1.3102
C (-0.988, 0.106, -5.035)  0.1507
C (-1.330, 0.199, -6.534)  -1.5378
H (-4.072, -4.508, -1.688)  0.3139
H (-2.446, -5.173, -1.610)  0.4448
H (-3.038, -4.517, -3.133)  0.3459
H (-1.387, -3.091, -1.790)  0.2462
H (-2.726, -2.818, -0.631)  0.2969
H (-3.027, -2.277, -3.567)  0.3423
H (-2.572, -0.006, -1.626)  -0.4619
H (-0.728, 0.925, -1.313)  -0.9092
H (-0.905, -1.434, 0.019)  0.4651
H (0.844, -1.275, 0.057)  0.1709
H (-1.085, 0.807, 1.262)  0.6265
H (1.116, 0.987, -2.823)  0.4923
H (1.840, -1.736, -1.741)  0.2388
H (1.574, -1.206, -3.372)  0.1709
H (3.615, 0.417, -2.911)  0.4338
H (4.049, -0.848, -1.717)  0.1574
H (3.829, -1.212, -3.458)  0.3224
H (2.791, 2.640, -0.201)  0.4671
H (3.165, 2.269, -1.862)  0.3174
H (1.797, 4.269, -1.657)  0.5432
H (0.961, 3.033, -2.592)  0.3807
H (-0.074, 2.584, -0.031)  -0.5591
H (0.216, 4.299, -0.049)  0.6619
H (-1.162, 3.071, -2.439)  0.0444
H (-1.057, 4.743, -1.933)  0.5758
H (-2.815, 4.568, -0.447)  0.4445
H (-3.277, 3.460, -1.695)  0.5115
H (-2.246, 2.771, 0.942)  -0.2201
H (-4.774, 0.252, 0.887)  0.2852
H (-3.309, 0.683, 1.758)  0.2141
H (-4.824, 1.512, 2.136)  0.3535
H (-3.655, -1.084, -5.399)  0.3401
H (-4.753, -0.190, -4.310)  0.4491
H (-4.078, 0.584, -5.731)  0.4156
H (-0.196, 0.821, -4.835)  0.0084
H (-0.631, -0.897, -4.818)  0.2652
H (-1.959, 1.060, -6.751)  0.3345
H (-0.425, 0.328, -7.123)  0.4601
H (-1.847, -0.699, -6.855)  0.3224
C (7.213, -3.488, 1.530)  -0.7024
O (7.287, -4.660, 0.742)  -0.3454
C (6.803, -5.832, 1.386)  -0.8064
C (5.528, -6.322, 0.734)  -0.1866
N (4.419, -5.413, 0.995)  -0.2924
C (3.205, -5.702, 0.239)  -0.7595
C (3.261, -5.580, -1.280)  -0.5374
O (3.452, -4.258, -1.746)  -0.3124
C (4.800, -3.835, -1.856)  -0.5676
H (7.735, -2.700, 0.990)  0.2374
H (6.179, -3.169, 1.698)  0.2907
H (7.703, -3.630, 2.498)  0.3445
H (6.650, -5.657, 2.454)  0.4033
H (7.570, -6.603, 1.277)  0.3947
H (5.279, -7.308, 1.138)  0.3783
H (5.731, -6.438, -0.339)  0.1842
H (4.714, -4.469, 0.783)  0.0544
H (2.434, -5.015, 0.595)  0.3738
H (2.870, -6.713, 0.494)  0.4208
H (2.288, -5.895, -1.666)  0.3604
H (4.005, -6.252, -1.727)  0.3589
H (5.472, -4.660, -2.105)  0.3497
H (5.143, -3.352, -0.936)  0.2210
H (4.847, -3.096, -2.653)  0.1566
C (0.229, 3.960, 3.798)  -0.8378
O (-1.076, 3.613, 3.367)  -0.3049
C (-1.532, 2.349, 3.842)  0.1952
C (-2.672, 2.521, 4.822)  -0.3579
N (-2.205, 3.090, 6.078)  -0.2970
C (-3.269, 3.473, 7.002)  -0.6982
C (-4.222, 4.585, 6.576)  -0.4665
O (-3.616, 5.858, 6.471)  -0.4364
C (-3.019, 6.150, 5.222)  -0.4918
H (0.517, 4.865, 3.266)  0.2612
H (0.262, 4.162, 4.874)  0.3541
H (0.944, 3.168, 3.558)  0.3134
H (-0.717, 1.766, 4.276)  0.5538
H (-1.897, 1.810, 2.965)  -0.6033
H (-3.120, 1.543, 5.021)  0.3657
H (-3.432, 3.151, 4.338)  0.1215
H (-1.640, 3.905, 5.879)  0.1089
H (-2.788, 3.790, 7.931)  0.3727
H (-3.858, 2.582, 7.239)  0.3955
H (-4.978, 4.680, 7.360)  0.3681
H (-4.761, 4.342, 5.652)  0.3196
H (-3.542, 5.660, 4.397)  0.2615
H (-1.963, 5.864, 5.200)  0.1339
H (-3.072, 7.229, 5.075)  0.3267

Output
SMILES = CC[C@@H](Cl)[C@@H](O[C@@H](CC=O)[C@H](CC)OCCCCCNC(C)=O)P(C)CC.COCCNCCOC.COCCNCCOC
Calculated total energy = -2828.28253 hartree
Net charge = 0
Kohn-Sham gap = 8.8 eV
E_HOMO = -8.2 eV
LUMO = 0.6 eV

No. 2
A molecular structure, C32H70MgO21S7 in a non-equilibrium geometry, computed with ωB97M-V/def2-TZVPD.

Last column: Mulliken charge in e.
Positions of all 131 atoms, in Å:
Mg (-16.956, -11.551, 21.397)  2.2831
O (-17.680, -12.656, 22.953)  -0.2787
C (-17.844, -13.921, 22.393)  1.0694
C (-18.098, -13.970, 20.857)  1.5800
O (-17.391, -13.024, 20.110)  0.5330
H (-18.642, -14.533, 22.889)  -0.2265
H (-16.921, -14.519, 22.634)  -0.8458
H (-19.195, -13.863, 20.683)  -1.2410
H (-17.823, -14.984, 20.497)  -0.5870
C (-21.112, -14.424, 24.300)  -1.6924
C (-20.647, -13.000, 24.554)  2.4081
C (-21.129, -11.981, 23.517)  0.3405
O (-21.502, -10.857, 24.332)  -0.4115
C (-21.786, -11.296, 25.576)  0.4704
O (-22.363, -10.662, 26.364)  -0.5510
O (-21.249, -12.497, 25.777)  -0.5171
H (-20.351, -15.087, 24.717)  0.1621
H (-21.123, -14.614, 23.225)  0.2553
H (-22.065, -14.648, 24.768)  0.4813
H (-19.566, -12.964, 24.693)  -1.0594
H (-21.993, -12.340, 22.943)  0.2037
H (-20.348, -11.724, 22.808)  -0.1777
C (-21.531, -12.553, 19.030)  -1.2567
C (-20.284, -12.505, 18.182)  2.5750
C (-19.830, -13.875, 17.698)  0.6412
O (-19.284, -13.573, 16.405)  -0.3789
C (-19.843, -12.424, 15.951)  0.4843
O (-19.680, -12.002, 14.861)  -0.5588
O (-20.567, -11.846, 16.933)  -0.5189
H (-21.273, -12.942, 20.017)  -0.1674
H (-22.321, -13.145, 18.580)  0.4844
H (-21.895, -11.543, 19.225)  0.3702
H (-19.482, -12.027, 18.752)  -1.4726
H (-20.619, -14.629, 17.603)  0.2782
H (-19.050, -14.311, 18.327)  -0.4361
C (-17.678, -17.763, 19.038)  -0.4888
C (-17.029, -19.129, 18.890)  0.4398
C (-17.620, -20.288, 19.708)  -0.2333
O (-18.171, -21.162, 18.706)  -0.3770
C (-17.846, -20.732, 17.477)  0.5583
O (-18.147, -21.285, 16.483)  -0.5454
O (-17.232, -19.540, 17.531)  -0.4098
H (-18.763, -17.852, 19.057)  0.2963
H (-17.309, -17.067, 18.292)  -0.0236
H (-17.370, -17.323, 19.994)  -0.1379
H (-15.963, -19.044, 19.105)  0.4199
H (-18.410, -20.029, 20.403)  0.0701
H (-16.845, -20.826, 20.248)  0.2542
C (-17.417, -14.603, 26.723)  -1.4398
C (-16.095, -14.405, 25.981)  1.4304
C (-15.684, -12.920, 25.873)  0.9261
O (-14.418, -12.844, 26.518)  -0.4715
C (-14.097, -14.028, 27.085)  0.4999
O (-13.096, -14.260, 27.682)  -0.5528
O (-15.051, -14.946, 26.816)  -0.4520
H (-17.305, -14.146, 27.707)  0.4141
H (-17.756, -15.631, 26.759)  0.3602
H (-18.164, -13.972, 26.221)  0.2045
H (-16.155, -14.885, 25.004)  -0.4524
H (-16.363, -12.219, 26.358)  0.3812
H (-15.644, -12.715, 24.803)  -0.7385
C (-24.371, -17.027, 20.536)  -1.0256
S (-23.447, -15.695, 19.726)  0.4330
O (-23.946, -14.421, 20.314)  -0.6123
C (-21.805, -16.064, 20.423)  -0.0155
H (-24.106, -17.935, 19.985)  0.3895
H (-25.406, -16.845, 20.261)  0.3929
H (-24.145, -17.085, 21.593)  0.2736
H (-21.290, -16.763, 19.752)  0.4427
H (-21.876, -16.602, 21.371)  0.0744
H (-21.167, -15.186, 20.481)  -0.3044
C (-20.601, -8.943, 21.631)  -0.9755
S (-19.656, -9.650, 20.262)  0.5792
O (-18.707, -10.628, 20.849)  -1.0505
C (-18.845, -8.112, 19.764)  -1.1723
H (-21.094, -8.006, 21.372)  0.5691
H (-19.856, -8.694, 22.391)  0.1222
H (-21.322, -9.651, 22.020)  0.2103
H (-19.619, -7.443, 19.383)  0.5167
H (-18.189, -8.319, 18.921)  0.2869
H (-18.287, -7.642, 20.572)  0.3081
C (-19.986, -18.353, 22.431)  -0.6811
S (-18.700, -18.977, 23.525)  0.3761
O (-18.051, -20.091, 22.775)  -0.6003
C (-17.598, -17.557, 23.392)  -0.1870
H (-20.573, -17.630, 22.993)  0.3587
H (-20.657, -19.147, 22.109)  0.5201
H (-19.494, -17.924, 21.558)  -0.0828
H (-16.657, -17.884, 23.847)  0.4965
H (-17.922, -16.782, 24.091)  0.0350
H (-17.446, -17.261, 22.360)  -0.2037
C (-14.845, -16.094, 15.556)  -1.1778
S (-15.000, -15.906, 17.353)  0.8819
O (-13.593, -15.606, 17.783)  -0.6964
C (-15.940, -14.366, 17.346)  -0.4131
H (-14.096, -15.366, 15.258)  0.3675
H (-15.809, -15.941, 15.071)  0.3391
H (-14.533, -17.115, 15.351)  0.3975
H (-16.893, -14.405, 16.815)  0.5533
H (-15.288, -13.601, 16.920)  0.5197
H (-16.238, -14.117, 18.378)  -0.8921
C (-17.014, -10.902, 17.515)  -0.0961
S (-15.913, -9.960, 18.591)  0.1348
O (-16.212, -10.306, 20.010)  -0.4843
C (-14.380, -10.777, 18.128)  -0.6776
H (-16.793, -10.625, 16.484)  0.7670
H (-18.064, -10.669, 17.696)  -0.0651
H (-16.897, -11.964, 17.726)  -0.5005
H (-14.363, -11.818, 18.438)  -0.1263
H (-13.600, -10.200, 18.619)  0.3903
H (-14.262, -10.697, 17.048)  0.4793
C (-13.705, -14.009, 23.137)  -0.6789
S (-13.833, -12.883, 21.746)  0.2580
O (-15.140, -12.156, 21.767)  -1.0357
C (-13.929, -14.051, 20.395)  -0.1359
H (-14.578, -14.654, 23.260)  -0.1216
H (-13.619, -13.379, 24.024)  0.2642
H (-12.810, -14.625, 23.068)  0.5972
H (-14.439, -13.590, 19.562)  -0.8508
H (-14.464, -14.967, 20.654)  0.2311
H (-12.913, -14.349, 20.136)  0.6024
C (-15.192, -9.428, 24.651)  -0.6839
S (-16.718, -9.102, 23.708)  0.1267
O (-16.638, -10.030, 22.548)  -0.7753
C (-17.856, -9.893, 24.862)  0.2738
H (-15.217, -8.788, 25.532)  0.4530
H (-14.372, -9.156, 23.990)  0.3881
H (-15.160, -10.483, 24.888)  -0.1289
H (-17.671, -10.958, 25.024)  -0.5088
H (-18.803, -9.939, 24.307)  -0.2877
H (-18.000, -9.370, 25.803)  0.6631

Output
Calculated total energy = -5828.70406 hartree
Net charge = 0
Kohn-Sham gap = 7.6 eV
E_HOMO = -7.7 eV
Relative energy (zero: lowest compared OMol25 entry of this formula, charge and spin) = 0.000 eV
LUMO = -0.1 eV